[1]
Molecular formula: C7H16O3Ti
Method: DFT, ωB97M-V/def2-TZVPD

The spin multiplicity is 4. Its relative energy (zero: lowest compared OMol25 entry of this formula, charge and spin) is 61.7 kJ/mol. As for the expectation value of S²: 3.76. The calculation puts the total energy at -1351.39972 Eh. The HOMO-LUMO gap (spin up / spin down) is 4.371 / 6.785 eV. The total charge is -1. As for the HOMO energy (spin up / spin down): -0.0594 / -0.1572 hartree.

XYZ file:
```
27
Properties=species:S:1:pos:R:3:forces:R:3:mulliken_spin:R:1
Ti -1.143 -0.818 -0.990 1.6 3.5 -0.1 2.1572
O 0.362 -0.417 -2.831 -1.0 -1.3 1.6 -0.0135
O -1.403 -1.070 1.214 -3.8 -0.4 -4.5 0.1190
O -1.062 1.553 -1.179 -0.9 -2.3 0.4 -0.0166
C 0.542 -2.202 2.038 0.3 0.7 0.6 0.0016
C -1.201 3.643 -0.051 -1.0 -0.4 0.2 0.0010
C -0.061 0.299 2.565 0.4 0.1 -1.3 0.0210
C -0.332 -0.992 1.847 4.0 -0.2 2.4 0.6000
C 1.689 -2.136 -1.733 0.4 -0.8 -0.9 0.0643
C -1.954 2.369 -0.491 0.6 -0.7 0.3 -0.0058
C 1.492 -1.225 -2.936 -1.2 0.8 0.5 -0.0266
H 1.413 -1.891 -3.815 0.3 0.0 -0.1 -0.0041
H 2.530 -2.789 -2.021 0.1 0.0 0.7 0.0096
H 2.386 -0.585 -3.038 0.1 -0.2 -0.2 -0.0036
H -1.874 4.251 0.570 0.1 0.3 -0.2 -0.0002
H 0.098 1.024 1.753 -0.4 0.4 0.1 0.0309
H 0.028 -3.057 2.491 -0.3 -0.2 0.1 0.0379
H -2.881 2.577 -1.056 0.2 0.5 -0.4 -0.0110
H 1.334 -1.895 2.727 0.1 -0.3 -0.1 -0.0071
H -2.388 1.868 0.401 0.3 0.1 0.3 0.0137
H 0.831 -2.818 -1.666 -0.1 0.1 0.2 -0.0156
H 1.022 -2.570 1.131 0.0 -0.1 -0.3 0.0312
H -0.956 0.604 3.106 0.1 0.2 0.5 0.0244
H -0.854 4.169 -0.937 0.0 0.2 0.1 -0.0002
H 1.850 -1.635 -0.778 0.1 0.1 -0.1 -0.0063
H 0.886 0.371 3.100 -0.3 -0.4 0.5 -0.0015
H -0.355 3.370 0.579 0.1 -0.1 -0.2 0.0002
```
Positions in Å, forces in eV/Å.

---

[2]
Molecular formula: C17H15BrIN2O5
Method: DFT, ωB97M-V/def2-TZVPD

The calculation puts the total energy at -4014.22553 Eh. The HOMO-LUMO gap is 5.326 eV. The total charge is -1. As for the HOMO energy: -0.1760 hartree.

XYZ file:
```
41
Properties=species:S:1:pos:R:3:forces:R:3:lowdin_charge:R:1
I -0.952 -1.902 2.553 0.2 0.1 -0.1 0.9128
Br 2.881 -0.526 0.110 0.2 0.0 0.3 0.8482
O 0.370 -0.696 -2.872 -0.1 0.1 0.0 0.1116
O 0.167 3.521 0.099 -0.2 -0.8 0.3 0.0970
O 2.556 -3.114 2.922 -0.4 1.0 0.2 -0.0796
O 3.315 -3.236 -6.463 0.0 0.0 0.0 0.0890
O 1.580 -3.606 0.983 -0.3 -0.1 -0.6 -0.0835
N 1.115 -0.974 0.528 -1.6 0.2 0.2 -0.5310
N -1.883 2.585 0.558 0.8 -0.4 0.7 0.0920
C 3.232 -2.162 -4.369 -0.1 0.1 0.0 0.0195
C -0.404 2.564 0.574 0.0 1.0 -0.5 -0.4114
C 1.052 -1.277 -3.684 0.1 -0.1 0.1 -0.3648
C -3.004 1.195 2.217 -0.4 -0.3 0.1 -0.0795
C 0.231 0.152 0.226 0.8 1.1 -0.5 -0.3455
C -2.360 2.361 1.902 0.2 0.1 -2.0 -0.2988
C 2.643 -2.655 -5.635 0.1 -0.1 0.0 -0.3935
C 2.500 -1.522 -3.459 0.3 0.0 0.0 0.0261
C 0.355 1.382 1.161 -0.3 0.1 0.1 -0.1209
C -3.164 1.991 4.434 -0.5 0.0 2.2 -0.1167
C 1.198 -2.411 -5.857 -0.1 0.0 0.0 0.0110
C -2.137 3.357 2.820 0.3 0.6 0.0 -0.0341
C 0.461 -1.772 -4.954 0.0 -0.1 -0.1 0.0208
C 1.050 -1.480 1.896 1.6 -0.8 0.2 -0.7415
C -3.412 1.015 3.519 -0.3 -0.9 -0.6 -0.1105
C -2.546 3.171 4.116 0.5 0.6 -0.3 -0.0864
C 1.815 -2.873 1.948 0.3 -1.0 0.1 -0.8994
H -2.346 3.951 4.838 -0.1 -0.1 0.2 0.1043
H 0.521 0.498 -0.767 -0.1 -0.1 -0.1 0.0759
H -3.182 0.435 1.468 0.1 0.0 0.0 0.0989
H -3.898 0.082 3.775 0.0 0.1 0.2 0.1045
H -3.455 1.848 5.471 -0.1 -0.1 -0.1 0.1027
H -0.811 -0.159 0.119 0.2 -0.4 0.4 0.0804
H 4.288 -2.353 -4.227 0.0 0.0 0.0 0.1207
H -0.595 -1.582 -5.098 0.0 0.0 0.1 0.1187
H -2.227 1.856 -0.060 0.1 0.0 0.0 0.1144
H 1.552 -0.840 2.632 -0.6 0.2 0.0 0.0702
H 0.021 1.133 2.173 -0.2 0.1 -0.1 0.0973
H 0.785 -2.779 -6.788 0.0 0.0 0.0 0.1167
H 1.389 1.725 1.236 0.0 -0.2 -0.1 0.0969
H -1.637 4.259 2.487 0.0 0.0 0.1 0.1226
H 2.936 -1.162 -2.529 -0.3 -0.1 -0.1 0.0451
```
Positions in Å, forces in eV/Å.

---

[3]
Molecular formula: C30H48P2SSn
Method: DFT, ωB97M-V/def2-TZVPD

Its relative energy (zero: lowest compared OMol25 entry of this formula, charge and spin) is 263.8 kJ/mol. The calculation puts the total energy at -2466.25211 Eh. The HOMO-LUMO gap (spin up / spin down) is 2.703 / 2.704 eV. The total charge is +2. As for the HOMO energy (spin up / spin down): -0.4466 / -0.4466 hartree.

XYZ file:
```
82
Properties=species:S:1:pos:R:3:forces:R:3:lowdin_charge:R:1
Sn -0.496 3.013 -1.004 0.5 -1.1 1.6 1.3462
S -2.885 -1.958 3.363 0.3 -0.6 0.8 1.0257
P -0.760 0.081 -3.911 -0.1 -1.1 -2.0 0.8283
P -0.759 2.923 -4.979 0.2 -0.5 -2.5 0.7484
C -2.825 -4.266 4.733 0.0 -1.1 0.1 -0.0466
C 1.062 2.554 1.381 0.0 -1.2 -0.9 -0.3569
C 2.506 -0.510 -1.439 -0.4 0.2 0.6 -0.1131
C -0.975 0.220 -5.808 0.1 0.1 0.7 -0.4108
C -2.126 -2.989 7.126 0.2 1.2 -0.1 -0.0136
C -1.437 1.603 -6.186 -0.3 0.1 0.7 -0.4446
C 0.224 -0.312 3.617 0.2 -0.3 0.8 -0.0571
C -2.278 -2.230 5.971 0.3 0.2 1.4 -0.0407
C -2.286 -0.935 -3.688 -0.1 0.0 0.5 -0.2894
C 3.360 -1.318 -0.795 0.6 0.7 -1.0 -0.1224
C 0.286 -1.776 -0.672 0.0 0.7 0.1 -0.1717
C -0.845 4.273 1.682 -0.2 0.3 1.0 -0.1304
C 0.522 -1.224 -4.157 0.5 -0.4 0.6 -0.2661
C -1.884 1.868 3.588 -0.6 -0.2 0.0 -0.0345
C -1.439 4.185 -6.106 0.0 1.1 0.2 -0.3399
C 1.321 -2.712 1.510 -0.1 0.6 0.1 -0.1010
C 0.257 0.855 2.727 0.1 1.0 -1.2 -0.2001
C -0.290 2.887 1.751 -0.9 -0.8 -0.5 -0.3999
C -2.632 -2.857 4.742 -0.3 0.7 -0.9 -0.6706
C 0.979 2.841 -5.691 -0.1 0.3 0.6 -0.2916
C 1.031 -0.484 -1.113 -1.1 -0.4 -1.4 -0.2524
C -2.684 -5.002 5.890 -0.2 -0.4 -0.5 -0.0140
C 2.157 3.481 0.991 0.9 0.7 0.2 -0.0841
C 2.694 0.633 1.966 0.2 -0.1 0.0 -0.0109
C 0.426 -1.988 0.816 -0.9 -0.4 0.3 -0.1118
C 2.776 -2.842 1.166 0.3 -1.6 -0.7 -0.1727
C 3.095 -2.708 -0.350 -0.2 -0.6 1.0 -0.1749
C -0.772 1.824 2.607 0.9 0.5 -0.3 -0.1793
C 1.362 1.270 1.944 -0.7 0.6 0.5 -0.2007
C -2.356 -4.371 7.101 0.0 0.1 -0.2 0.0464
H 0.975 2.806 -6.796 -0.1 0.0 0.6 0.0557
H 1.526 1.969 -5.295 -0.1 0.3 -0.1 0.0250
H -1.935 4.309 1.780 0.2 -0.1 0.0 0.0893
H -1.534 2.265 4.559 -0.1 0.0 -0.4 0.1106
H 2.569 3.956 1.912 -0.1 -0.1 -0.6 0.1144
H 1.166 -1.341 -3.284 -0.1 -0.3 -0.2 -0.0010
H -1.822 -2.492 8.057 -0.3 -0.3 -0.4 0.1361
H 3.137 -3.847 1.466 -0.1 0.5 0.1 0.1176
H 1.182 -0.953 -4.989 -0.2 -0.1 0.2 0.0466
H 1.883 4.290 0.299 0.0 0.0 0.2 0.0565
H 3.356 -2.095 1.746 -0.3 -0.4 -0.2 0.1118
H 4.381 -0.965 -0.629 0.1 -0.3 -0.7 0.1205
H -0.483 -1.093 3.296 0.0 0.0 -0.1 0.0059
H -2.349 -1.308 -2.660 -0.1 0.0 -0.2 0.0183
H -2.533 1.676 -6.142 0.2 0.0 -0.1 0.0799
H -0.817 -1.628 -0.833 1.0 0.0 0.0 0.1089
H -0.407 -1.457 1.330 0.2 -1.2 0.0 0.0775
H 1.212 -0.780 3.700 -0.4 0.0 0.0 0.0808
H 3.483 1.393 1.985 0.0 -0.2 0.1 0.0947
H 1.023 -3.177 2.459 0.2 0.9 0.1 0.1064
H -0.094 -0.029 4.629 0.0 0.0 -0.1 0.0915
H 3.998 -3.309 -0.555 -0.3 0.4 0.0 0.1271
H -2.736 2.467 3.261 0.1 0.0 0.1 0.0848
H -1.120 5.181 -5.801 -0.1 0.2 -0.1 0.0341
H -1.107 1.839 -7.211 -0.2 0.2 0.4 0.0847
H 0.537 -2.676 -1.263 0.0 0.7 0.3 0.1149
H 2.843 0.017 1.073 0.1 0.0 0.2 0.0555
H -2.153 -1.142 5.977 0.0 -0.5 0.1 0.1212
H -2.829 -6.086 5.866 0.0 0.4 0.0 0.1356
H -2.289 -1.782 -4.386 0.0 0.2 0.2 0.0473
H -2.239 0.847 3.776 -0.1 0.3 0.0 0.0293
H -1.695 -0.555 -6.108 0.3 0.2 0.0 0.0821
H -0.007 -0.010 -6.274 -0.4 0.1 0.2 0.0701
H 0.042 -2.183 -4.375 0.1 0.1 -0.1 0.0601
H 2.824 0.306 -2.121 0.2 -0.2 1.1 0.1193
H 0.478 -0.136 -2.002 0.4 0.2 0.7 -0.0355
H 2.290 -3.168 -0.939 0.5 0.1 0.3 0.1053
H 2.788 -0.005 2.855 0.2 0.2 -0.3 0.0847
H -3.103 -4.727 3.786 0.1 0.0 0.3 0.1240
H -1.143 4.028 -7.148 0.0 0.0 0.2 0.0478
H -0.589 4.859 0.784 0.2 0.1 -0.1 0.0203
H -2.284 -4.952 8.025 0.0 0.2 -0.4 0.1436
H -2.529 4.146 -6.053 0.0 0.1 0.0 0.0413
H 0.882 0.291 -0.333 0.1 -0.3 -0.1 0.0724
H 2.994 2.940 0.518 -0.4 0.2 0.1 0.0906
H -3.165 -0.309 -3.889 0.2 -0.1 0.1 0.0462
H 1.490 3.759 -5.363 0.1 -0.3 -0.2 0.0334
H -0.424 4.832 2.537 -0.2 0.2 -0.5 0.1193
```
Positions in Å, forces in eV/Å.

---

[4]
Molecular formula: CCl2N2O2
Method: DFT, ωB97M-V/def2-TZVPD

Its relative energy (zero: lowest compared OMol25 entry of this formula, charge and spin) is 751.8 kJ/mol. The calculation puts the total energy at -1218.14230 Eh. The HOMO-LUMO gap is 7.930 eV. The total charge is 0. As for the HOMO energy: -0.3509 hartree.

XYZ file:
```
7
Properties=species:S:1:pos:R:3:forces:R:3:lowdin_charge:R:1
Cl -1.733 1.557 0.215 -0.5 0.5 0.1 0.6586
Cl -2.717 -1.052 -0.148 -0.8 -0.3 0.0 0.6698
O 2.366 -0.761 0.301 1.7 0.3 -0.2 0.0240
O 1.418 1.087 -0.653 0.0 1.3 -0.7 0.0958
N 0.679 -0.815 0.352 -2.4 -1.6 0.8 0.1768
N 1.405 0.045 -0.111 0.8 -0.4 0.2 -0.5449
C -1.417 -0.062 0.044 1.3 0.2 -0.2 -1.0802
```
Positions in Å, forces in eV/Å.